DFT (the ωB97M-V functional and the def2-TZVPD basis) results for 3 unconnected molecules or ions with the total composition C4N6O2 at a distorted geometry.

ORCA input file:
```
! RIJCOSX wB97M-V def2-TZVPD def2/J DEFGRID3
* xyz 0 1
N -3.53 0.97 1.32
N -2.53 1.21 0.87
O -1.43 1.38 0.50
N 0.23 -3.09 0.45
N -0.36 -2.22 0.75
O -1.02 -1.31 1.00
N 3.56 1.67 0.93
C 2.87 1.13 0.19
C 1.84 0.61 -0.54
C 0.87 0.22 -1.15
C -0.33 -0.25 -1.65
N -1.23 -0.69 -2.20
*
```

Calculated values
**SMILES string**: N#[N+][O-].N#[N+][O-].N#CC#CC#N
**DFT total energy**: -17176.5606 eV
**HOMO level**: -11.465 eV

DFT (the ωB97M-V functional and the def2-TZVPD basis) results for 6 unconnected molecules or ions with the total composition C40H94N3O17P2S5 at a distorted geometry.

ORCA input file:
```
! RIJCOSX wB97M-V def2-TZVPD def2/J DEFGRID3
* xyz 1 1
C 6.93 -2.15 3.64
C 7.28 -3.17 2.49
C 7.22 -2.52 1.03
C 6.26 -1.28 1.02
C 5.91 -0.75 -0.42
C 4.73 0.30 -0.27
C 5.24 1.77 -0.42
C 4.20 2.91 -0.06
C 2.86 2.43 0.59
C 2.20 3.71 1.26
C 0.79 3.45 1.87
C -0.30 2.95 0.85
C -1.33 2.02 1.64
C -2.26 1.28 0.61
C -3.74 1.12 1.00
N -4.56 0.83 0.00
P -4.31 0.70 -1.74
N -4.77 2.08 -2.41
C -5.91 0.50 0.50
C -7.19 0.81 -0.37
C -7.98 -0.48 -0.81
C -8.97 -0.99 0.30
N -8.48 -2.31 0.80
C -5.96 1.57 1.67
C -4.54 1.19 2.32
C -4.75 -0.09 3.22
C -5.73 0.07 4.43
C -6.29 -1.33 4.91
O -6.37 -1.43 6.34
P -4.33 2.62 3.55
C -2.89 2.12 4.70
O -3.88 4.01 2.65
H 7.19 -2.52 4.66
H 7.53 -1.22 3.49
H 5.86 -1.85 3.65
H 6.57 -4.02 2.59
H 8.33 -3.48 2.66
H 8.25 -2.29 0.66
H 6.80 -3.32 0.38
H 6.66 -0.40 1.59
H 5.29 -1.64 1.46
H 6.83 -0.27 -0.83
H 5.64 -1.58 -1.13
H 3.90 0.07 -0.98
H 4.33 0.18 0.76
H 5.61 1.91 -1.47
H 6.15 1.89 0.23
H 3.96 3.49 -0.97
H 4.72 3.62 0.64
H 2.97 1.68 1.41
H 2.22 2.00 -0.22
H 2.87 3.97 2.11
H 2.26 4.56 0.55
H 0.80 2.78 2.76
H 0.42 4.44 2.25
H 0.10 2.44 -0.05
H -0.90 3.84 0.54
H -1.85 2.63 2.40
H -0.69 1.27 2.17
H -2.14 1.79 -0.38
H -1.84 0.24 0.51
H -2.93 0.55 -1.99
H -5.05 -0.40 -2.24
H -3.98 2.51 -2.90
H -6.05 -0.57 0.78
H -6.99 1.45 -1.27
H -7.88 1.40 0.28
H -7.30 -1.30 -1.15
H -8.59 -0.21 -1.72
H -9.98 -1.13 -0.15
H -9.06 -0.24 1.12
H -9.25 -2.68 1.37
H -8.42 -2.93 -0.02
H -6.01 2.57 1.18
H -6.85 1.55 2.33
H -3.74 -0.34 3.66
H -5.08 -0.97 2.62
H -5.20 0.51 5.32
H -6.61 0.72 4.25
H -5.69 -2.19 4.53
H -7.35 -1.45 4.56
H -5.49 -1.17 6.64
H -2.34 1.30 4.19
H -3.35 1.82 5.66
H -2.20 2.98 4.83
H -3.01 4.29 2.98
O 10.32 -2.70 -0.30
S 11.64 -3.10 -0.71
O 12.81 -2.62 -0.04
O 11.80 -2.81 -2.29
C 11.50 -1.49 -2.77
C 12.63 -0.52 -2.51
C 11.72 -4.86 -0.81
H 10.56 -1.13 -2.35
H 11.35 -1.59 -3.85
H 12.74 -0.33 -1.44
H 12.44 0.43 -3.00
H 13.58 -0.93 -2.86
H 10.86 -5.22 -1.38
H 11.68 -5.25 0.21
H 12.65 -5.15 -1.28
O -1.18 -2.26 0.55
S -0.57 -3.05 -0.49
O 0.05 -2.43 -1.63
O -1.64 -4.14 -1.01
C -2.92 -3.65 -1.41
C -2.88 -3.04 -2.80
C 0.58 -4.18 0.23
H -3.31 -2.94 -0.67
H -3.59 -4.51 -1.42
H -2.29 -2.12 -2.79
H -3.88 -2.79 -3.14
H -2.42 -3.71 -3.52
H 0.09 -4.70 1.05
H 1.43 -3.61 0.60
H 0.90 -4.89 -0.53
O -1.26 -0.06 -6.77
S -2.63 -0.51 -6.73
O -3.02 -1.63 -5.93
O -3.16 -0.72 -8.23
C -2.39 -1.56 -9.11
C -2.64 -3.03 -8.84
C -3.67 0.87 -6.33
H -1.33 -1.32 -9.04
H -2.71 -1.32 -10.12
H -2.23 -3.32 -7.87
H -2.16 -3.64 -9.60
H -3.70 -3.25 -8.83
H -3.41 1.70 -6.98
H -3.49 1.13 -5.29
H -4.71 0.57 -6.47
O 1.13 -4.57 5.53
S 1.88 -3.82 4.55
O 2.54 -4.46 3.45
O 2.94 -2.88 5.31
C 3.83 -3.49 6.26
C 4.99 -4.18 5.56
C 0.85 -2.53 3.92
H 3.29 -4.17 6.91
H 4.22 -2.68 6.88
H 4.65 -5.06 5.01
H 5.73 -4.51 6.29
H 5.47 -3.51 4.85
H 0.40 -2.00 4.76
H 0.08 -2.99 3.31
H 1.46 -1.86 3.32
O -2.84 8.14 -3.70
S -4.11 8.35 -3.07
O -4.22 9.05 -1.82
O -4.86 6.93 -2.92
C -4.15 5.86 -2.29
C -4.16 5.99 -0.78
C -5.23 9.07 -4.23
H -3.13 5.79 -2.68
H -4.66 4.94 -2.57
H -3.57 6.85 -0.46
H -3.74 5.10 -0.31
H -5.18 6.14 -0.41
H -5.19 8.50 -5.15
H -4.91 10.09 -4.41
H -6.23 9.06 -3.80
*
```

Calculated values
**DFT total energy**: -155024.5733 eV
**HOMO level**: -11.394 eV

DFT (the ωB97M-V functional and the def2-TZVPD basis) results for a molecular structure, C27H35EuIN3O3 at a distorted geometry.

ORCA input file:
```
! RIJCOSX wB97M-V def2-TZVPD def2/J DEFGRID3
* xyz -1 8
Eu -15.35 -0.67 -8.28
C -15.98 1.59 -5.69
C -15.90 2.49 -6.77
C -14.75 2.58 -7.57
C -13.64 1.76 -7.31
C -13.74 0.79 -6.27
C -14.92 0.71 -5.49
H -16.88 1.50 -5.12
H -16.81 3.03 -7.06
H -14.74 3.23 -8.44
H -12.76 1.78 -7.95
H -12.99 0.03 -6.14
H -15.03 -0.13 -4.81
C -13.10 -3.53 -5.88
C -12.63 -3.34 -7.31
C -11.40 -2.39 -7.35
C -12.29 -4.63 -8.06
C -13.69 -2.61 -8.07
H -12.40 -4.06 -5.22
H -14.05 -4.09 -5.85
H -13.33 -2.55 -5.36
H -10.47 -2.88 -7.00
H -11.53 -1.53 -6.68
H -11.26 -2.01 -8.39
H -11.56 -5.24 -7.50
H -11.84 -4.37 -9.05
H -13.22 -5.20 -8.26
H -14.34 -3.24 -8.74
C -17.30 -1.32 -12.33
N -17.84 -2.44 -11.53
C -19.09 -3.06 -12.00
C -17.21 -2.81 -10.37
C -17.62 -4.13 -9.73
O -16.28 -2.11 -9.91
H -17.92 -1.16 -13.22
H -16.29 -1.64 -12.64
H -17.23 -0.37 -11.75
H -19.56 -2.44 -12.77
H -19.81 -3.20 -11.16
H -18.90 -4.05 -12.43
H -17.35 -5.00 -10.38
H -18.71 -4.19 -9.62
H -17.11 -4.22 -8.76
I -15.07 3.36 -16.53
C -14.97 2.56 -14.51
C -16.05 2.73 -13.61
C -15.96 2.31 -12.27
C -14.86 1.60 -11.82
C -13.77 1.43 -12.69
C -13.82 1.92 -14.01
C -14.96 0.86 -10.53
O -13.98 0.13 -10.14
O -16.06 1.02 -9.85
H -16.96 3.24 -13.90
H -16.78 2.51 -11.57
H -12.89 0.89 -12.34
H -12.93 1.79 -14.61
N -21.84 -1.56 -7.10
C -20.50 -1.23 -7.19
C -20.08 -0.19 -8.03
C -18.73 0.12 -8.09
N -17.81 -0.54 -7.38
C -18.22 -1.49 -6.52
C -19.55 -1.88 -6.38
H -22.34 -1.45 -7.98
H -22.03 -2.47 -6.70
H -20.76 0.38 -8.67
H -18.30 0.94 -8.66
H -17.43 -1.94 -5.90
H -19.79 -2.61 -5.59
*
```

Calculated values
**DFT total energy**: -66606.3122 eV
**HOMO level (alpha / beta)**: -0.579 / -0.822 eV
**Expectation value of S²**: 15.8049
**Energy above the lowest of the compared OMol25 structures with the same formula, charge and spin**: 0.0 kcal/mol

DFT (the ωB97M-V functional and the def2-TZVPD basis) results for 7 unconnected molecules or ions with the total composition C14H42B3BrFO11P at a distorted geometry.

ORCA input file:
```
! RIJCOSX wB97M-V def2-TZVPD def2/J DEFGRID3
* xyz 0 1
C 3.83 -0.65 -4.04
C 3.81 0.63 -5.11
F 3.99 0.22 -6.52
B 2.32 1.36 -4.84
O 2.37 2.50 -3.85
B 1.23 2.16 -2.93
Br 1.42 1.68 -0.99
O -0.12 2.16 -3.60
B -0.03 0.94 -4.47
P -1.30 -0.46 -4.15
O -2.82 -0.21 -4.95
O -0.64 -2.05 -4.44
O 1.06 0.91 -5.50
H 3.30 -1.60 -4.53
H 3.21 -0.28 -3.10
H 4.97 -0.87 -3.77
H 4.64 1.41 -4.84
H -2.71 0.51 -5.67
H 0.32 -2.13 -4.13
C -0.61 -1.01 1.00
C 0.30 -1.26 2.18
O 1.28 -0.24 2.26
H -0.04 -0.98 0.07
H -1.37 -1.80 0.92
H -1.12 -0.05 1.09
H 0.82 -2.22 2.07
H -0.26 -1.28 3.11
H 0.81 0.61 2.37
C -3.21 0.66 5.37
C -2.11 1.26 4.53
O -2.29 0.92 3.16
H -3.22 -0.43 5.27
H -3.08 0.91 6.43
H -4.19 1.02 5.04
H -1.13 0.88 4.85
H -2.10 2.35 4.62
H -3.16 1.27 2.89
C -2.31 -5.19 2.58
C -2.18 -5.33 1.08
O -0.99 -4.68 0.64
H -2.34 -4.13 2.87
H -3.23 -5.68 2.94
H -1.45 -5.63 3.09
H -3.03 -4.86 0.58
H -2.14 -6.38 0.79
H -0.24 -5.11 1.09
C 5.76 1.69 -0.36
C 5.64 0.37 -1.09
O 5.76 0.59 -2.49
H 4.99 2.39 -0.68
H 5.67 1.54 0.72
H 6.73 2.16 -0.57
H 4.67 -0.09 -0.90
H 6.42 -0.33 -0.78
H 6.63 0.99 -2.66
C -1.44 0.40 9.91
C -1.56 -0.92 9.18
O -1.44 -0.70 7.78
H -2.21 1.10 9.59
H -1.53 0.25 10.99
H -0.47 0.88 9.70
H -2.53 -1.38 9.37
H -0.78 -1.62 9.49
H -0.57 -0.30 7.61
C -2.96 4.21 -8.10
C -3.25 3.42 -6.83
O -2.25 2.44 -6.63
H -2.93 3.54 -8.96
H -3.73 4.97 -8.27
H -1.99 4.70 -8.03
H -4.22 2.91 -6.91
H -3.28 4.08 -5.96
H -1.40 2.90 -6.56
*
```

Calculated values
**SMILES string**: C[C@@H](F)B1OB(Br)OB(P(O)O)O1.CCO.CCO.CCO.CCO.CCO.CCO
**DFT total energy**: -121802.0847 eV
**HOMO level**: -7.872 eV

DFT (the ωB97M-V functional and the def2-TZVPD basis) results for 2 unconnected molecules or ions with the total composition C5H10O2 at a distorted geometry.

ORCA input file:
```
! RIJCOSX wB97M-V def2-TZVPD def2/J DEFGRID3
* xyz 0 1
C -1.37 0.47 -2.61
C -1.12 0.95 -1.41
C 0.26 1.13 -0.82
O 0.21 0.62 0.48
O 1.29 0.57 -1.59
H -0.57 0.26 -3.31
H -2.38 0.25 -2.93
H -1.91 1.13 -0.70
H 0.50 2.21 -0.80
H 1.08 0.40 1.07
H 1.11 -0.38 -1.68
C -0.01 -1.51 2.01
C 1.02 -0.91 2.63
H 0.14 -2.31 1.31
H -1.03 -1.17 2.13
H 0.83 -0.27 3.48
H 1.96 -1.44 2.75
*
```

Calculated values
**SMILES string**: C=CC(O)O.C=C
**DFT total energy**: -9439.4785 eV
**HOMO level**: -9.852 eV
**Energy above the lowest of the compared OMol25 structures with the same formula, charge and spin**: 82.2 kcal/mol

DFT (the ωB97M-V functional and the def2-TZVPD basis) results for 2 unconnected molecules or ions with the total composition C2H8N2S at a distorted geometry.

ORCA input file:
```
! RIJCOSX wB97M-V def2-TZVPD def2/J DEFGRID3
* xyz 0 1
N -0.64 -0.09 0.97
C -0.25 0.32 -0.34
C 0.85 1.02 -0.56
N 1.38 1.35 -1.80
H -0.03 0.27 1.69
H -1.61 0.07 1.23
H -0.94 0.09 -1.14
H 1.42 1.34 0.31
H 0.70 1.37 -2.54
H 1.92 2.20 -1.81
S -0.69 -3.16 0.99
H -1.55 -3.08 2.02
H -0.59 -1.69 1.00
*
```

Calculated values
**SMILES string**: N/C=C/N.S
**DFT total energy**: -16018.1574 eV
**HOMO level**: -7.856 eV
**Energy above the lowest of the compared OMol25 structures with the same formula, charge and spin**: 14.7 kcal/mol

DFT (the ωB97M-V functional and the def2-TZVPD basis) results for 2 unconnected molecules or ions with the total composition C6H16NPS3 at a distorted geometry.

ORCA input file:
```
! RIJCOSX wB97M-V def2-TZVPD def2/J DEFGRID3
* xyz 0 1
C 2.47 -2.15 -3.38
C -3.74 0.51 3.31
C 1.61 -1.25 -2.60
C -3.09 1.20 2.05
C 1.97 -1.12 -1.17
C -1.69 1.55 2.40
N 1.31 -0.08 -0.41
P -0.30 -0.10 0.03
S -0.71 -1.64 1.16
S 3.97 2.54 -1.27
S -0.66 1.98 0.89
H 2.23 -2.50 -4.46
H 3.49 -1.87 -3.28
H 2.40 -3.18 -3.05
H -3.57 1.22 4.14
H -4.79 0.47 3.10
H -3.26 -0.40 3.51
H 0.55 -1.52 -2.85
H 1.80 -0.24 -3.07
H -3.59 2.14 1.83
H -3.04 0.35 1.42
H 1.77 -2.10 -0.69
H 3.12 -0.91 -0.96
H -1.58 2.52 2.95
H -1.07 0.70 2.92
H 1.56 0.83 -0.75
H 2.85 3.07 -1.77
*
```

Calculated values
**DFT total energy**: -49763.6873 eV
**HOMO level (alpha / beta)**: -8.920 / -7.606 eV
**Energy above the lowest of the compared OMol25 structures with the same formula, charge and spin**: 66.6 kcal/mol

DFT (the ωB97M-V functional and the def2-TZVPD basis) results for a molecular structure, C15H25BeCsF2MgN3O12PS2 at a distorted geometry.

ORCA input file:
```
! RIJCOSX wB97M-V def2-TZVPD def2/J DEFGRID3
* xyz 2 1
C -3.05 1.65 2.06
N -2.13 0.56 1.66
C -2.91 -0.26 0.63
C -0.96 1.04 0.91
O -1.06 1.98 0.07
C 0.52 0.41 1.05
S 0.98 -0.04 2.80
P 1.37 -2.20 2.78
N 2.96 -2.37 2.63
H -2.75 2.19 3.05
H -3.22 2.46 1.28
H -4.08 1.18 2.26
H -3.69 -0.84 1.20
H -3.39 0.41 -0.16
H -2.20 -1.00 0.12
H 1.28 1.15 0.62
H 0.55 -0.50 0.34
H -0.08 0.13 3.68
H 0.96 -2.80 4.02
H 0.71 -2.83 1.68
H 3.34 -2.88 3.44
O -2.11 1.58 -2.55
H -1.77 1.62 -1.66
C 2.08 2.00 -1.98
C 2.16 2.90 -2.96
C 3.46 3.45 -3.39
O 3.53 4.28 -4.28
C 4.67 2.97 -2.69
C 4.59 2.06 -1.71
C 3.29 1.51 -1.28
O 3.21 0.68 -0.39
H 1.13 1.58 -1.65
H 1.28 3.27 -3.48
H 5.61 3.38 -3.02
H 5.46 1.69 -1.19
F -5.42 2.07 3.47
Be 4.88 0.81 -3.89
C -2.98 -2.97 -3.75
C -1.53 -3.00 -3.38
O -1.54 -2.76 -1.99
C -2.73 -3.27 -1.55
O -2.98 -3.49 -0.40
O -3.60 -3.49 -2.57
F -0.85 -1.99 -3.98
H -3.35 -1.96 -3.94
H -3.20 -3.59 -4.61
H -1.03 -3.95 -3.59
O 8.64 5.70 -0.78
S 7.33 5.76 -1.44
O 7.35 6.85 -2.42
O 6.30 6.01 -0.43
O 7.05 4.49 -2.12
O -5.96 -2.52 2.22
H -6.27 -1.61 2.09
H -5.29 -2.63 1.54
C -1.90 -4.79 4.99
C -1.67 -3.68 4.02
N -1.48 -2.80 3.25
H -2.97 -4.97 5.10
H -1.42 -5.71 4.63
H -1.48 -4.53 5.97
Cs 0.30 -0.52 -5.41
Mg -3.93 2.12 5.05
*
```

Calculated values
**DFT total energy**: -87755.0977 eV
**HOMO level**: -11.059 eV

DFT (the ωB97M-V functional and the def2-TZVPD basis) results for a molecular structure, C15H12N3PdSSe2.

ORCA input file:
```
! RIJCOSX wB97M-V def2-TZVPD def2/J DEFGRID3
* xyz 1 1
Pd 0.38 0.23 -0.75
S -1.75 1.01 -0.65
C -1.96 0.39 0.99
C -3.21 0.46 1.61
C -3.34 -0.07 2.88
C -2.24 -0.65 3.49
C -1.05 -0.67 2.79
N -0.89 -0.16 1.57
H -4.05 0.91 1.09
H -4.30 -0.03 3.38
H -2.31 -1.08 4.48
H -0.16 -1.11 3.23
Se 2.49 -0.83 -2.55
Se 3.08 -0.16 -0.35
C 2.56 1.72 -0.23
C 3.49 2.71 -0.01
C 3.02 4.01 0.20
C 1.66 4.25 0.17
C 0.79 3.20 -0.06
N 1.25 1.97 -0.25
C 1.00 -2.04 -2.24
C 1.01 -3.29 -2.81
C -0.11 -4.10 -2.67
C -1.19 -3.64 -1.94
C -1.12 -2.37 -1.37
N -0.06 -1.59 -1.54
H 4.55 2.48 0.00
H 3.72 4.81 0.38
H 1.27 5.24 0.32
H -0.29 3.31 -0.11
H 1.89 -3.63 -3.35
H -0.13 -5.09 -3.11
H -2.08 -4.24 -1.79
H -1.93 -1.95 -0.79
*
```

Calculated values
**DFT total energy**: -165222.3471 eV
**HOMO level**: -10.811 eV

DFT (the ωB97M-V functional and the def2-TZVPD basis) results for 2 unconnected molecules or ions with the total composition C3H6N4S at a distorted geometry.

ORCA input file:
```
! RIJCOSX wB97M-V def2-TZVPD def2/J DEFGRID3
* xyz 0 1
C 2.10 -1.24 -0.33
N 2.75 -0.37 0.06
S 3.70 0.81 0.29
H 1.55 -2.10 -0.53
C -1.55 -1.78 0.14
N -0.74 -0.62 0.25
C -0.97 0.59 0.20
N -0.82 1.79 0.43
N -0.40 2.80 -0.43
H -1.54 -2.44 1.05
H -0.98 -2.50 -0.57
H -2.73 -1.65 -0.09
H 0.58 3.09 -0.36
H -0.94 3.62 -0.15
*
```

Calculated values
**SMILES string**: C#[N+][S-].CN=C=NN
**DFT total energy**: -19998.9090 eV
**HOMO level**: -8.430 eV
**Energy above the lowest of the compared OMol25 structures with the same formula, charge and spin**: 125.2 kcal/mol

- The highest DFT total energy belongs to which entry?
  C5H10O2

Please write out number 10 again, unchanged.
DFT (the ωB97M-V functional and the def2-TZVPD basis) results for 2 unconnected molecules or ions with the total composition C3H6N4S at a distorted geometry.

ORCA input file:
```
! RIJCOSX wB97M-V def2-TZVPD def2/J DEFGRID3
* xyz 0 1
C 2.10 -1.24 -0.33
N 2.75 -0.37 0.06
S 3.70 0.81 0.29
H 1.55 -2.10 -0.53
C -1.55 -1.78 0.14
N -0.74 -0.62 0.25
C -0.97 0.59 0.20
N -0.82 1.79 0.43
N -0.40 2.80 -0.43
H -1.54 -2.44 1.05
H -0.98 -2.50 -0.57
H -2.73 -1.65 -0.09
H 0.58 3.09 -0.36
H -0.94 3.62 -0.15
*
```

Calculated values
**SMILES string**: C#[N+][S-].CN=C=NN
**DFT total energy**: -19998.9090 eV
**HOMO level**: -8.430 eV
**Energy above the lowest of the compared OMol25 structures with the same formula, charge and spin**: 125.2 kcal/mol